Here is an isolated molecule of C5H9NO2 from OMol25. Energies are from wB97M-V/def2-TZVPD.

```
17
Properties=species:S:1:pos:R:3:forces:R:3:nbo_charge:R:1
C -0.4917 -0.2072 -0.6269 0.3184 0.6639 -0.4392 0.395
C -1.0345 -0.3321 2.4290 -0.0163 0.3306 0.1119 -0.498
C -0.4654 -0.7359 -2.0164 0.1402 -0.0884 0.0326 -0.701
C 1.8472 0.8439 -0.5844 -0.0329 0.0133 0.0366 -0.716
N -0.5207 -0.9681 1.2510 -0.4219 -0.2673 -0.1712 -0.143
C 0.4035 0.8958 -0.1464 -0.4162 0.0149 -0.1693 0.492
O -1.4327 -0.6417 0.1640 0.1388 -0.2462 0.7412 -0.344
O -0.0638 1.8267 0.4897 0.1920 -0.3079 0.0038 -0.556
H -0.8661 0.7581 2.4154 0.0302 -0.1131 -0.0409 0.227
H -2.1146 -0.4971 2.5408 0.0961 -0.0308 -0.1039 0.205
H -0.5013 -0.7630 3.2789 -0.0158 0.0058 -0.0693 0.211
H -1.4279 -1.1891 -2.2567 0.0317 0.0363 0.0845 0.247
H 0.2976 -1.5179 -2.1059 -0.0167 0.0153 -0.0353 0.246
H -0.2391 0.0458 -2.7422 0.0630 -0.0163 0.0173 0.230
H 2.3773 1.7039 -0.1803 -0.0342 -0.0239 -0.0175 0.241
H 2.3136 -0.0790 -0.2346 -0.0326 0.0147 -0.0108 0.238
H 1.9186 0.8569 -1.6751 -0.0237 -0.0010 0.0296 0.227
```
Forces are in eV/Å.

Energy: -400.993174 Eh
Relative energy (zero: lowest compared OMol25 entry of this formula, charge and spin): 115.20 kcal/mol
Highest occupied orbital energy (alpha / beta): -9.06 / -8.12 eV